Entry from OMol25: a molecular structure, C38H70Br2ClN6O9S2 (ωB97M-V/def2-TZVPD).

The geometry in XYZ format:
```
128
Properties=species:S:1:pos:R:3:mulliken_charge:R:1
H -2.13 -4.56 -2.99 0.2594
C 0.85 4.33 -4.91 -0.0182
C -0.65 3.74 -5.37 2.1000
H 3.37 -3.47 8.66 0.3847
H -5.15 3.27 -10.32 0.3040
C -1.32 1.20 6.81 -1.0003
O 1.09 5.28 -3.82 -0.7589
H 4.93 -3.27 12.11 0.2214
O -5.36 3.64 -7.59 -0.5927
H 0.42 -2.20 8.75 0.2937
H 1.49 -0.99 9.47 0.3620
H -2.84 7.00 -6.91 0.2413
H -0.77 6.92 -4.55 0.3884
H -0.48 -0.34 -0.20 0.1416
H 3.60 -6.06 11.95 0.2303
Cl -1.31 8.86 -6.22 -0.2522
H 2.01 -1.23 7.11 0.4221
H 3.33 -5.81 8.92 0.3906
C -0.74 -0.84 -5.01 -0.4376
H 1.19 2.81 -1.94 0.1749
H 0.66 -1.94 -9.11 0.3661
H -3.46 7.85 -5.32 0.3414
H -2.26 1.44 7.30 0.3700
N -2.26 3.47 -3.43 -0.4966
N 0.11 -0.87 6.32 0.1468
C 0.23 -1.80 -8.01 -0.8907
N 4.84 -4.57 9.67 0.0852
O -3.10 2.56 -7.40 -0.2355
H 1.41 0.39 7.44 0.1957
H -1.80 4.33 -3.09 0.5110
C -1.37 0.36 -5.99 1.7901
C 3.96 -5.74 9.82 -0.6542
C -1.34 -1.41 -8.10 -0.1960
Br -2.24 -2.44 -9.62 -0.1929
H -1.37 -3.74 -0.55 0.3759
C 0.67 -1.14 8.75 -1.4171
H 6.47 -5.48 10.63 0.3558
C 0.35 -2.35 -1.12 -0.2802
C -5.35 -0.40 -3.68 -0.7694
H -0.36 2.81 -1.25 0.2987
H 4.32 -1.25 8.91 0.3687
C -4.11 3.14 -9.79 -0.9140
C 5.64 -4.11 12.05 -0.9358
H -1.90 -0.57 5.75 0.3388
H -2.48 4.87 -6.44 -0.3056
H -5.76 -1.52 -3.70 0.2135
H -1.30 1.75 5.87 0.3075
S 1.58 -0.95 1.19 -0.0943
H 2.29 -6.56 10.90 0.3910
H -2.44 2.91 -2.55 0.3535
H 3.51 -3.05 10.36 0.2235
O 1.43 1.09 -6.13 -0.6277
H -3.71 3.34 -5.53 0.4045
H -0.77 5.50 -6.76 0.3292
H 0.37 -1.15 -5.35 0.5558
H 0.21 1.46 4.44 0.1600
C 2.36 0.69 0.73 0.3793
C -1.57 -2.22 -4.86 0.5990
H -0.79 1.17 -2.61 -0.2832
H 1.49 -1.28 4.81 0.3400
O 0.20 1.31 -8.25 -0.8125
S 0.01 1.50 -6.69 1.7103
C -1.46 5.05 -5.88 -0.8158
H 0.68 1.58 -3.71 0.4230
C 4.96 -2.13 9.08 -1.4248
H -5.21 -0.10 -2.56 0.2995
C -1.22 -0.30 6.57 -0.6526
H -2.45 -2.20 -4.05 -0.0834
H -2.47 6.16 -4.02 0.1529
H -0.22 -4.15 -4.91 0.3425
C 0.05 -1.31 0.16 -0.6076
N 3.55 0.85 -0.19 -0.2104
N 4.00 2.14 -0.44 -0.2600
H 0.31 -2.87 -7.51 0.2468
H 1.67 0.80 3.72 0.0810
N 0.15 2.97 -2.14 -0.2859
H 4.57 -6.65 9.79 0.3415
C -1.34 2.67 -4.38 -0.4473
O -0.30 3.12 -6.66 -0.5679
H -4.46 1.74 -6.02 0.5442
C 1.11 -0.66 7.37 -0.2405
C 0.63 -0.61 4.97 -0.7607
H 0.95 -1.10 -7.45 0.2406
C -0.48 -3.28 -4.13 -0.5657
H 0.54 -2.75 -3.88 0.2542
C -4.25 3.12 -8.12 0.6543
H -0.33 -4.89 -2.53 0.3705
H 6.56 -3.78 12.55 0.3662
O 2.07 2.08 1.12 -0.2212
C -1.71 6.33 -4.92 -0.4156
H -6.17 0.30 -4.18 0.2525
C 4.09 -3.32 9.47 -0.2948
C 1.07 0.81 4.63 -0.6058
H -3.43 4.05 -10.16 0.2598
O 1.99 4.00 -5.58 -0.6800
H 2.53 -4.85 11.22 0.2527
H 3.14 4.14 0.43 0.3276
C 3.05 -5.79 11.04 -0.9478
H -0.59 -0.53 -3.90 -0.8220
C -3.40 2.28 -5.99 -1.7765
H -3.88 1.45 -3.38 0.9825
C 5.95 -4.51 10.61 -0.6826
H 1.16 -3.10 -0.73 0.3508
H -1.91 -2.80 -5.80 0.2789
H 5.51 -2.32 8.16 0.3169
H -0.11 -0.94 4.22 0.3315
C -2.51 7.45 -5.88 -0.3250
H -0.51 1.58 7.45 0.2466
C -0.29 2.04 -3.25 -0.9489
C 3.05 2.97 0.41 -0.0526
H -2.56 0.12 -3.17 -0.2356
H -1.92 -2.19 -1.55 0.1927
H 1.68 1.26 5.42 0.2809
C -3.18 0.68 -3.98 -1.1631
C -1.11 -3.03 -1.47 -0.3128
H -0.19 -0.58 9.13 0.4101
H 5.25 -4.94 12.63 0.2868
H -1.65 -0.81 7.44 0.3731
Br -4.06 -0.55 -7.75 -0.1529
O -4.13 -0.30 -4.51 -0.0750
H 5.67 -1.86 9.87 0.3726
H -0.72 -1.90 0.85 0.3789
C -2.26 1.47 -5.14 0.8374
C -1.09 -4.01 -2.80 -1.0080
C -2.10 -0.45 -7.19 -0.3475
H 0.79 -1.68 -1.97 0.0845
H 6.71 -3.82 10.22 0.3572
H -3.62 2.17 -10.22 0.2391
```

Computed properties:
Frontier orbital gap (eV): 5.67
LUMO (eV): 1.31
HOMO energy (hartree): -0.16032
Charge: -1

Entry from OMol25: a molecular structure, C3H3Br2N (ωB97M-V/def2-TZVPD).

The geometry in XYZ format:
```
9
Properties=species:S:1:pos:R:3:mulliken_charge:R:1
C -0.68 0.63 1.65 0.1614
H 0.23 -1.34 0.59 0.3935
C 0.10 -0.02 -1.04 -0.5504
Br 2.18 -0.15 0.96 -0.0312
C 0.37 -0.37 0.33 -0.2369
N -1.30 1.26 2.37 -0.3352
H 0.78 -0.54 -1.82 0.3597
H -0.04 1.11 -1.33 0.3232
Br -1.65 -0.57 -1.70 -0.0841
```

Computed properties:
Frontier orbital gap (eV): 10.77
LUMO (eV): -0.12
HOMO energy (hartree): -0.40000
Charge: 0
Relative energy (zero: lowest compared OMol25 entry of this formula, charge and spin) (kJ/mol): 207.4

Respective largest force on an atom values: 10.6; 5.8 eV/Å.